Density functional theory data (the ωB97M-V functional and the def2-TZVPD basis) for a molecular structure, C20H43Cl5O2P2Y.

Geometry (Å):
H -4.576 -3.153 -1.503
H -4.181 2.412 0.771
H 2.519 -3.012 -1.851
C 3.445 -1.065 -1.531
C -3.677 1.004 -0.823
H 4.780 2.839 0.021
H 5.502 1.724 -1.181
H 3.857 -3.062 -0.693
Cl -0.209 4.342 4.587
H -4.206 0.112 2.075
C -0.474 2.829 3.748
C -4.564 -2.297 -2.190
H 2.825 -0.836 -2.420
H -3.175 1.342 -1.746
H -1.929 -2.871 1.113
Y -0.599 0.035 0.586
H -4.160 -1.462 2.893
H -2.660 1.591 1.116
H -4.745 -2.671 -3.206
H -4.762 -1.766 0.490
H 1.254 2.570 -1.396
H -1.118 -2.002 -2.690
H -5.611 1.902 -1.050
H -5.385 -1.625 -1.925
C -3.711 -1.628 0.804
H -5.670 0.302 -0.271
Cl 0.417 1.498 4.546
C 4.930 -0.993 -1.904
C 3.316 1.902 -1.280
C 3.467 1.291 2.166
H -3.162 -3.644 0.084
H 5.146 -0.098 -2.501
C 4.010 -1.135 1.807
H 5.213 -1.871 -2.502
H 4.064 1.265 3.089
H 4.884 3.310 -1.684
C 3.004 -2.461 -1.031
Cl 0.248 -1.701 2.235
H 5.051 0.526 0.896
C 2.210 2.934 -0.996
P 3.005 0.323 -0.390
H -3.188 -0.800 -2.938
C -3.673 -0.844 2.131
P -2.966 -0.683 -0.612
H 4.502 -1.895 1.187
H 2.978 -1.454 2.013
C -5.180 0.894 -1.056
H -5.394 0.444 -2.034
H -2.708 2.833 -0.132
H 2.065 3.150 0.074
H 2.272 -2.401 -0.219
C -3.207 -1.599 -2.177
C 0.074 2.876 2.271
H -2.299 -3.158 -3.364
H 5.562 -0.981 -1.004
C 4.711 2.463 -1.007
C 4.019 0.259 1.171
H 3.227 1.625 -2.347
Cl -0.384 0.783 -1.882
H 3.485 2.319 1.782
H 0.027 -1.462 -0.455
C -2.040 -2.554 -2.482
O 0.777 3.798 1.900
H 2.430 1.040 2.437
O -0.261 1.816 1.580
H -2.644 -0.667 2.491
H -1.834 -3.241 -1.649
Cl -2.229 2.451 3.717
H 4.541 -1.099 2.768
C -3.284 1.997 0.295
C -3.006 -2.994 0.947
H 2.462 3.876 -1.504
H -3.410 -3.495 1.832

Computed properties:
- net charge = -1
- multiplicity = 1
- HOMO-LUMO gap (eV) = 6.087
- highest occupied orbital energy (eV) = -3.564
- strongest force on any atom (eV/Å) = 3.9
- energy (hartree) = -3960.53449